1.
Molecular formula: CH15NO6
Method: DFT, ωB97M-V/def2-TZVPD

Element x y z (Å)
C (-1.67550, -1.95346, 2.44369)
N (-1.30643, -1.59682, 1.26113)
H (-2.71963, -2.03284, 2.78977)
H (-1.00937, -2.33811, 3.21954)
H (-0.37810, -1.76923, 0.91300)
H (-3.38177, 2.10733, -1.86036)
H (-4.73325, 2.46354, -2.63526)
O (-4.05034, 2.80111, -2.08095)
H (2.41475, -1.97204, -0.53108)
H (3.50665, -2.89861, -0.17979)
O (3.37785, -2.05321, -0.50294)
H (0.73675, -1.35263, -2.29870)
H (0.20612, -0.99023, -1.02127)
O (0.87892, -1.52580, -1.42603)
H (2.80578, 0.75407, -0.08916)
H (3.40238, 1.40660, 1.05283)
O (2.62212, 0.90392, 0.89382)
H (-0.38182, 2.92239, 1.02035)
H (0.89955, 2.10256, 0.93984)
O (0.30516, 2.56751, 0.35907)
H (-0.76848, 0.55595, -0.08171)
H (-0.13761, 1.37034, -1.14572)
O (-0.61375, 0.52766, -1.04005)

**Energy**: -553.20226 Eh
**Energy above the lowest of the compared OMol25 structures with the same formula, charge and spin**: 161.32 kJ/mol
**Maximum force**: 4.01 eV/A
**Spin multiplicity**: 2
**Total charge**: -1
**Lowest unoccupied orbital energy (alpha / beta)**: 0.127 / 0.122 Eh
**Kohn-Sham gap (alpha / beta)**: 2.71 / 10.27 eV
**HOMO energy (alpha / beta)**: 0.7 / -7.0 eV

Löwdin atomic charge list, values in e, 8 entries: -0.22, 0.01, 0.05, 0.04, 0.01, 0.04, -0.01, -0.11

2.
Molecular formula: C2H5N2O4
Method: DFT, ωB97M-V/def2-TZVPD

Element x y z (Å)
N (0.11347, -1.62925, -0.19730)
C (-1.08542, -2.34864, 0.01094)
O (-2.24334, -1.61623, -0.22358)
O (-1.12541, -3.55584, 0.19940)
H (0.88899, -2.17158, 0.11719)
H (0.32369, -0.58973, -0.37178)
H (-2.02764, -0.70183, -0.40039)
N (1.19305, 2.74106, 0.17239)
C (0.64011, 1.45357, 0.15468)
O (0.10539, 1.07111, 1.23699)
O (0.70929, 0.84101, -0.94723)
H (1.57862, 3.09242, -0.64382)
H (0.92920, 3.41393, 0.89250)

**Energy**: -489.81742 Eh
**Energy above the lowest of the compared OMol25 structures with the same formula, charge and spin**: 39.81 kJ/mol
**Maximum force**: 2.72 eV/A
**Total charge**: -1
**Lowest unoccupied orbital energy**: 0.145 Eh
**Kohn-Sham gap**: 8.97 eV
**HOMO energy**: -5.0 eV

Löwdin atomic charge list, values in e, 8 entries: 0.14, -0.60, 0.06, 0.01, 0.07, 0.04, 0.09, 0.10

3.
Molecular formula: C23H36AsGaIN2O3S2Si2
Method: DFT, ωB97M-V/def2-TZVPD

Element x y z (Å)
Ga (0.25241, -0.88316, 0.87505)
C (-4.29815, -1.81466, 1.34781)
C (-3.85087, -1.59061, -0.06486)
N (-4.80045, -1.55266, -0.96971)
C (-4.48060, -1.35228, -2.24701)
C (-3.19138, -1.24146, -2.70793)
C (-2.95543, -0.95433, -4.16905)
O (-2.39281, -2.03818, -4.88290)
C (-2.12073, -1.31833, -1.76763)
C (-0.78745, -1.30599, -2.21951)
N (0.28318, -1.12859, -1.43088)
C (1.47619, -0.98510, -1.90227)
C (2.11566, -0.94410, -3.26922)
C (2.72960, -2.27005, -3.62612)
C (3.45358, -3.12849, -2.87897)
C (3.89917, -3.00298, -1.49136)
C (3.46525, -1.90277, -0.91943)
I (1.40029, -3.11354, 1.38407)
C (-2.47257, -1.42235, -0.38179)
O (-1.60250, -1.38541, 0.58576)
H (-5.32556, -2.16919, 1.33193)
H (-3.65723, -2.55353, 1.82334)
H (-4.24996, -0.88463, 1.91447)
H (-5.32938, -1.27752, -2.91667)
H (-3.91202, -0.66521, -4.62653)
H (-2.25908, -0.11743, -4.28430)
H (-2.95951, -2.80511, -4.74334)
H (-0.60841, -1.46145, -3.28147)
H (1.55199, -0.51068, -4.09306)
H (2.56682, -2.53487, -4.66317)
H (3.75924, -4.04310, -3.36721)
H (4.48619, -3.77585, -1.02806)
C (-0.27729, 4.41942, 0.03205)
Si (0.17402, 2.70343, -0.68899)
C (1.52974, 3.02017, -2.00569)
C (-1.33855, 2.01272, -1.63691)
As (0.33979, 1.49330, 1.34388)
Si (2.55832, 1.57188, 2.14733)
C (2.44858, 0.75278, 3.87541)
C (3.03347, 3.41320, 2.33985)
C (4.01424, 0.72785, 1.23775)
H (-0.65483, 5.10333, -0.71980)
H (0.60146, 4.87397, 0.48023)
H (-1.03147, 4.32614, 0.81126)
H (1.33805, 3.97194, -2.49311)
H (1.53335, 2.26061, -2.78101)
H (2.52942, 3.06301, -1.58456)
H (-1.78063, 2.74264, -2.30764)
H (-2.11310, 1.67745, -0.94945)
H (-1.04919, 1.15602, -2.23922)
H (1.76798, 1.30571, 4.51970)
H (3.40999, 0.69258, 4.37637)
H (2.06437, -0.26155, 3.77857)
H (2.18836, 4.00147, 2.68692)
H (3.36791, 3.82674, 1.39366)
H (3.84412, 3.53042, 3.05032)
H (3.94988, -0.35552, 1.31918)
H (4.95797, 1.04018, 1.67742)
H (4.04199, 0.98521, 0.18134)
S (3.46299, 0.19551, -2.61819)
C (2.75493, -0.84392, -1.25430)
C (-1.60261, 0.62438, 4.73422)
S (-1.80218, -0.63186, 3.40973)
C (-2.27676, -2.02845, 4.50071)
O (-0.38863, -0.94189, 3.05505)
H (-0.83406, 0.30415, 5.43046)
H (-2.55231, 0.76760, 5.23644)
H (-1.28948, 1.54521, 4.24413)
H (-1.50910, -2.19147, 5.24987)
H (-2.36312, -2.91302, 3.87595)
H (-3.23312, -1.80772, 4.96110)

**Energy**: -7066.81419 Eh
**Energy above the lowest of the compared OMol25 structures with the same formula, charge and spin**: 151.74 kJ/mol
**Maximum force**: 1.82 eV/A
**Spin multiplicity**: 2
**Lowest unoccupied orbital energy (alpha / beta)**: -0.010 / -0.043 Eh
**Kohn-Sham gap (alpha / beta)**: 6.61 / 6.83 eV
**HOMO energy (alpha / beta)**: -6.9 / -8.0 eV

Löwdin atomic charge list, values in e, 8 entries: -0.17, -0.03, -0.26, 0.10, -0.12, -0.15, -0.23, -0.06

4.
Molecular formula: C18H17BClFN2O5
Method: DFT, ωB97M-V/def2-TZVPD

Element x y z (Å)
C (2.45388, -4.50775, -2.38810)
C (1.97699, -3.05800, -2.29239)
C (2.85298, -2.15612, -3.11186)
O (0.58336, -3.05249, -2.65490)
C (-0.06794, -1.82304, -2.55491)
C (0.15690, -1.14912, -1.18515)
O (1.51246, -0.97723, -0.97366)
C (1.87095, -0.05254, 0.02364)
N (0.91605, 0.60065, 0.67490)
C (1.27006, 1.49348, 1.56583)
O (0.33404, 2.16708, 2.31107)
C (-1.02387, 2.08212, 1.95775)
C (-1.49053, 1.90665, 0.64810)
C (-2.84398, 1.82816, 0.35002)
F (-3.26912, 1.33245, -0.84971)
C (-3.74625, 2.11380, 1.34471)
C (-3.31332, 2.53035, 2.61334)
C (-1.97228, 2.44660, 2.94952)
C (-4.50732, 2.78046, 3.53448)
O (-5.70143, 2.40619, 2.84809)
B (-5.27203, 2.10263, 1.54904)
O (-6.17108, 1.77900, 0.50064)
C (2.60946, 1.74732, 1.87628)
Cl (3.03673, 2.85093, 3.16758)
C (3.58247, 0.97096, 1.29688)
C (3.23768, 0.10118, 0.29632)
C (4.23524, -0.55150, -0.44667)
N (5.08317, -1.02503, -1.08152)
H (1.87261, -5.11572, -1.68564)
H (2.19324, -4.93562, -3.34932)
H (3.52569, -4.63422, -2.28612)
H (2.06081, -2.77264, -1.22975)
H (2.54136, -2.23279, -4.14629)
H (2.77504, -1.11306, -2.81219)
H (3.88977, -2.45439, -3.04841)
H (0.36673, -1.23572, -3.36632)
H (-1.11306, -1.99590, -2.83149)
H (-0.22071, -1.73419, -0.34229)
H (-0.33694, -0.15781, -1.14772)
H (-0.79192, 1.72846, -0.14002)
H (-1.63761, 2.67080, 3.94804)
H (-4.41035, 2.17351, 4.44785)
H (-4.57455, 3.83627, 3.78431)
H (-7.09069, 1.92315, 0.70801)
H (4.61732, 1.16268, 1.52801)

**Energy**: -1766.78521 Eh
**Maximum force**: 4.57 eV/A
**Structure (SMILES)**: CC(C)OCCOc1nc(Oc2cc(F)c3c(c2)COB3O)c(Cl)cc1C#N
**Lowest unoccupied orbital energy**: -0.013 Eh
**Kohn-Sham gap**: 8.86 eV
**HOMO energy**: -9.2 eV

Löwdin atomic charge list, values in e, 8 entries: -0.04, -0.44, -0.06, -0.11, -0.16, -0.15, -0.10, -0.18

5.
Molecular formula: C2H4S3
Method: DFT, ωB97M-V/def2-TZVPD

Element x y z (Å)
C (-1.12390, -0.05938, 0.26105)
C (0.94694, -0.25948, 0.23334)
S (-1.83436, 0.40818, 1.91977)
S (-1.98008, -1.40190, 1.04455)
S (-1.78277, 0.79409, -1.11683)
H (1.02712, -0.82269, -0.58712)
H (1.06623, -0.56193, 1.23054)
H (1.23332, 0.76141, 0.06644)
H (-2.90193, 1.29743, -0.47139)

**Energy**: -1273.05916 Eh
**Energy above the lowest of the compared OMol25 structures with the same formula, charge and spin**: 243.32 kJ/mol
**Maximum force**: 6.50 eV/A
**Lowest unoccupied orbital energy**: 0.011 Eh
**Kohn-Sham gap**: 8.49 eV
**HOMO energy**: -8.2 eV

Löwdin atomic charge list, values in e, 8 entries: -1.42, 0.07, 0.38, 0.41, 0.63, -0.02, 0.02, 0.03

6.
Molecular formula: C13H11IrN3O2
Method: DFT, ωB97M-V/def2-TZVPD

Element x y z (Å)
Ir (-0.00130, -0.26123, 0.32873)
O (-1.42203, 3.41788, -0.33830)
C (-1.23934, 2.25304, -0.14127)
N (0.00086, 1.62080, 0.02654)
C (1.23974, 2.25522, -0.13886)
O (1.42132, 3.42108, -0.33048)
C (2.36948, 1.27285, 0.02698)
C (3.68036, 1.68443, -0.07067)
C (4.68587, 0.74424, 0.10537)
C (4.33957, -0.56855, 0.37955)
C (3.00148, -0.90967, 0.46312)
N (2.03417, -0.00744, 0.28553)
C (-2.36950, 1.27018, 0.02336)
C (-3.67978, 1.68303, -0.07687)
C (-4.68671, 0.74419, 0.09886)
C (-4.34213, -0.56849, 0.37551)
C (-3.00466, -0.91119, 0.46146)
N (-2.03606, -0.01057, 0.28359)
H (3.88203, 2.72529, -0.28130)
H (5.72519, 1.03408, 0.03448)
H (5.09112, -1.32968, 0.53021)
H (2.68798, -1.92186, 0.68117)
H (-3.88001, 2.72383, -0.28908)
H (-5.72560, 1.03512, 0.02643)
H (-5.09478, -1.32848, 0.52653)
H (-2.69334, -1.92336, 0.68250)
C (-0.00077, -1.78958, -0.88573)
H (-0.90842, -2.04485, -1.42785)
H (0.02800, -2.37378, 0.09822)
H (0.89717, -2.01032, -1.45882)

**Energy**: -920.86525 Eh
**Maximum force**: 0.24 eV/A
**Total charge**: +1
**Lowest unoccupied orbital energy**: -0.162 Eh
**Kohn-Sham gap**: 8.52 eV
**HOMO energy**: -12.9 eV

Löwdin atomic charge list, values in e, 8 entries: 1.26, 0.17, -0.40, -0.05, -0.40, 0.17, -0.17, 0.04